# 1
{"formula": "C17H18N2O6", "method": "ωB97M-V with the def2-TZVPD basis set", "elements": ["C", "H", "H", "H", "C", "C", "O", "O", "C", "C", "O", "N", "C", "O", "N", "H", "C", "C", "C", "C", "C", "O", "H", "H", "H", "H", "H", "H", "H", "H", "O", "C", "C", "C", "C", "C", "C", "H", "H", "H", "H", "H", "H"], "positions_angstrom": [[1.7363, 0.3236, -2.7958], [1.1632, 1.2135, -2.5513], [2.6978, 0.6254, -3.1985], [1.1974, -0.2557, -3.5410], [1.9380, -0.5275, -1.5501], [2.5695, 0.2557, -0.3895], [2.6791, -0.1893, 0.7250], [2.9031, 1.4897, -0.7371], [3.3235, 2.3770, 0.2941], [2.5445, 2.2422, 1.5998], [3.0814, 2.3029, 2.6752], [1.1893, 2.0591, 1.4861], [0.3869, 2.1875, 0.3345], [0.6385, 2.9601, -0.5580], [-0.7047, 1.3948, 0.3741], [-0.7628, 0.6459, 1.0468], [-1.6458, 1.3691, -0.7318], [-3.0363, 1.1617, -0.2378], [-3.9423, 0.1705, -0.4804], [-5.0974, 0.4953, 0.2726], [-4.8039, 1.6545, 0.9192], [-3.5625, 2.0655, 0.6174], [-5.3710, 2.2620, 1.5960], [-6.0112, -0.0595, 0.3220], [-3.8119, -0.6770, -1.1220], [-1.3880, 0.5709, -1.4366], [-1.5475, 2.3352, -1.2374], [0.7391, 1.7888, 2.3515], [3.1769, 3.3784, -0.1180], [4.3804, 2.2102, 0.5266], [0.6580, -0.9617, -1.1218], [0.5199, -2.0064, -0.2458], [-0.7812, -2.2167, 0.2132], [-1.0593, -3.2578, 1.0756], [-0.0473, -4.1055, 1.4948], [1.2419, -3.8976, 1.0404], [1.5336, -2.8569, 0.1751], [2.5539, -2.7094, -0.1393], [2.0400, -4.5492, 1.3634], [-0.2621, -4.9177, 2.1721], [-2.0716, -3.4046, 1.4223], [-1.5645, -1.5563, -0.1253], [2.5790, -1.3909, -1.7801]], "forces_ev_per_a": [[-0.1185, -0.2921, 0.2257], [-0.0209, 0.0940, -0.0027], [0.0694, 0.0564, -0.0557], [0.0097, -0.0767, -0.0634], [0.2518, 0.1287, -0.1612], [-0.0270, -0.6543, 0.1157], [0.2131, 0.0147, -0.2137], [0.1120, 0.1934, -0.2753], [0.3761, 0.1673, 0.2848], [0.0602, 0.1402, -0.3906], [0.1422, 0.0632, 0.1020], [-0.6058, 0.0785, 0.2897], [0.0479, 0.0042, 0.5930], [0.1265, 0.2930, -0.4216], [-0.3081, -0.2103, 0.0344], [0.1493, -0.0005, -0.0492], [-0.1060, 0.3278, 0.1383], [-0.0125, -0.7610, -0.4808], [0.5347, 0.4215, 0.0127], [-0.0700, 0.4768, 0.3462], [-0.7009, -0.5933, -0.0808], [0.4388, 0.3375, 0.0136], [0.0073, 0.1512, 0.0987], [-0.2284, -0.0573, 0.0666], [0.1271, -0.1686, -0.1610], [-0.0918, 0.1252, 0.0389], [-0.0207, -0.1820, -0.0210], [0.0922, 0.0049, -0.1018], [0.0379, -0.1630, 0.0907], [-0.2338, 0.0106, 0.0199], [-0.0719, -0.0450, -0.0122], [-0.2408, -0.2282, 0.1481], [0.2058, 0.1748, -0.1576], [-0.0063, -0.0166, 0.0429], [-0.0231, -0.1043, 0.0915], [-0.0685, -0.0352, -0.0163], [0.1240, 0.1593, -0.2232], [0.0607, 0.0513, 0.0043], [0.0748, -0.0433, 0.0281], [-0.0149, -0.0681, 0.0594], [-0.0862, -0.0102, 0.0211], [-0.1179, 0.0878, -0.0589], [-0.0873, 0.1473, 0.0809]], "nbo_charge": [-0.62, 0.24, 0.22, 0.22, 0.01, 0.78, -0.59, -0.48, -0.18, 0.69, -0.57, -0.68, 0.79, -0.63, -0.61, 0.41, -0.27, 0.26, -0.30, -0.32, 0.09, -0.40, 0.21, 0.23, 0.23, 0.22, 0.25, 0.42, 0.24, 0.22, -0.52, 0.39, -0.31, -0.18, -0.25, -0.18, -0.30, 0.22, 0.22, 0.21, 0.21, 0.21, 0.20], "de_lowest_kcal_mol": 5.6, "multiplicity": 1, "smiles": "C[C@H](Oc1ccccc1)C(=O)OCC(=O)NC(=O)NCc1ccco1"}

***

# 2
{"formula": "C20H37AsClIN3OPtSSi3", "method": "ωB97M-V with the def2-TZVPD basis set", "elements": ["Pt", "Cl", "C", "C", "C", "I", "C", "O", "C", "N", "C", "C", "C", "C", "H", "H", "H", "H", "C", "Si", "C", "C", "As", "Si", "C", "C", "C", "Si", "C", "C", "C", "H", "H", "H", "H", "H", "H", "H", "H", "H", "H", "H", "H", "H", "H", "H", "H", "H", "H", "H", "H", "H", "H", "H", "H", "H", "H", "H", "C", "N", "C", "N", "S", "H", "H", "H", "H", "H", "H"], "positions_angstrom": [[0.1260, -0.2187, -0.4459], [-1.9929, -5.6620, 3.3287], [-1.8524, -4.1837, 2.5681], [-2.8026, -3.1904, 2.8512], [-2.7504, -1.9440, 2.2650], [-4.1573, -0.5384, 2.6436], [-1.6576, -1.6453, 1.3275], [-1.5709, -0.5407, 0.7649], [-0.6620, -2.6911, 1.0655], [0.3018, -2.3482, 0.2112], [1.1873, -3.2732, -0.1658], [1.1640, -4.5650, 0.3459], [0.1910, -4.9177, 1.2727], [-0.7584, -3.9637, 1.6409], [-3.5987, -3.4292, 3.5438], [1.9413, -2.9639, -0.8784], [1.9091, -5.2795, 0.0247], [0.1621, -5.9171, 1.6849], [-1.9265, -1.9535, -3.2760], [-2.7027, -0.2730, -2.9290], [-3.4285, 0.5711, -4.4361], [-3.8595, -0.2552, -1.4453], [-0.7805, 1.1407, -2.3299], [-1.5990, 3.2682, -1.4236], [-2.3581, 2.8451, 0.2485], [-0.0719, 4.3592, -1.3453], [-2.8220, 3.7888, -2.7577], [0.8686, 1.3068, -4.1533], [1.6050, -0.4215, -4.2876], [-0.1972, 1.7672, -5.6286], [2.0636, 2.6647, -3.6217], [-2.7084, -2.7064, -3.3958], [-1.2724, -2.2812, -2.4649], [-1.3485, -1.9439, -4.1997], [-4.2639, -0.0330, -4.7986], [-2.7173, 0.6548, -5.2534], [-3.8222, 1.5593, -4.2110], [-4.5361, -1.1113, -1.4992], [-4.4785, 0.6426, -1.4479], [-3.3378, -0.2936, -0.4953], [-1.7686, 2.1272, 0.8215], [-3.3642, 2.4401, 0.1391], [-2.4367, 3.7596, 0.8401], [0.7784, 3.8466, -0.9046], [-0.2767, 5.2481, -0.7452], [0.2088, 4.7000, -2.3402], [-3.7851, 3.2929, -2.6431], [-2.4402, 3.5971, -3.7595], [-3.0065, 4.8629, -2.6923], [0.8514, -1.1469, -4.5949], [2.0634, -0.7581, -3.3627], [2.3857, -0.4227, -5.0515], [-0.7266, 0.9015, -6.0238], [0.4356, 2.1482, -6.4324], [-0.9205, 2.5494, -5.3985], [2.3241, 2.5914, -2.5693], [1.6377, 3.6498, -3.8040], [2.9866, 2.5963, -4.2008], [4.4849, 3.3449, 0.2417], [3.8934, 2.1761, -0.4013], [2.6942, 1.6990, -0.1256], [1.8954, 2.3224, 0.7257], [2.2824, 0.1968, -0.9124], [5.4714, 3.5043, -0.1825], [4.5908, 3.1772, 1.3143], [3.8808, 4.2322, 0.0477], [4.4467, 1.6747, -1.0801], [2.2056, 3.1345, 1.2397], [1.0317, 1.8858, 1.0065]], "forces_ev_per_a": [[-0.1833, 0.4087, -0.7859], [-0.0188, 0.2228, -0.0660], [0.1084, -0.2366, 0.0189], [-0.1850, 0.2485, -0.0387], [-0.2897, -0.2968, 0.4900], [0.0900, -0.0321, 0.0002], [0.2640, 0.7551, -0.1497], [-0.3231, -1.0486, -0.1037], [0.1234, -0.3441, -0.3218], [0.1144, 0.0097, 0.7880], [0.0641, -0.1642, 0.1638], [-0.0847, -0.0069, 0.0338], [0.0972, 0.0217, -0.1042], [-0.0807, 0.2944, -0.2088], [-0.0051, -0.0189, 0.0086], [0.0210, 0.0289, 0.0151], [-0.0102, -0.0221, 0.0104], [0.0200, -0.0215, 0.0176], [-0.3403, 0.1873, 0.1076], [0.4338, 0.2868, -0.0915], [-0.0431, -0.3938, 0.2721], [0.0078, -0.0733, -0.3507], [0.1665, 0.1249, 0.9724], [0.1292, -0.3641, -0.5888], [0.1228, 0.2057, -0.2320], [-0.4275, -0.0291, 0.1003], [0.1740, 0.2090, 0.5156], [-0.1737, -0.0369, 0.1737], [-0.1050, 0.3894, -0.1396], [0.3261, -0.0495, 0.2003], [-0.2197, -0.3264, -0.2471], [-0.0392, -0.0218, -0.0276], [0.0215, 0.0456, 0.0204], [0.0292, 0.0552, -0.0102], [-0.0485, -0.0310, -0.0181], [0.0473, -0.0107, -0.0031], [0.0118, 0.0504, 0.0551], [-0.0399, -0.0263, -0.0405], [0.0007, 0.0523, -0.0452], [0.0420, 0.0293, 0.0154], [0.0765, 0.0302, -0.0630], [-0.0212, -0.0244, -0.0690], [-0.0367, 0.0351, 0.0302], [0.0229, -0.0482, 0.0097], [-0.0350, 0.0434, 0.0186], [-0.0289, -0.0046, -0.0647], [-0.0195, -0.0660, -0.0040], [0.0603, -0.0468, -0.0159], [-0.0298, 0.0529, 0.0302], [-0.0365, 0.0222, -0.0098], [0.0059, -0.0058, 0.0229], [0.0066, 0.0257, -0.0653], [-0.0001, -0.0345, 0.0071], [0.0776, 0.0050, -0.0228], [-0.0136, 0.0165, 0.0369], [-0.0149, 0.0057, 0.0121], [-0.0373, 0.0285, -0.0347], [0.0136, -0.0323, -0.0659], [0.0236, 0.0572, 0.0438], [-0.1584, -0.0414, 0.0457], [0.2914, -0.2180, -0.1720], [0.0307, 0.0497, 0.2272], [0.0311, 0.0126, -0.1766], [-0.0109, 0.0065, 0.0219], [0.0041, 0.0455, 0.0057], [0.0219, 0.0173, 0.0244], [-0.0356, -0.0177, -0.0136], [0.0051, 0.0148, -0.0467], [0.0095, 0.0002, -0.1186]], "nbo_charge": [0.49, 0.30, 0.16, -0.31, -0.15, 0.55, 0.52, -0.50, 0.09, -0.46, 0.12, -0.18, -0.07, -0.08, 0.29, 0.25, 0.28, 0.27, -1.13, 1.50, -1.13, -1.14, -0.38, 1.51, -1.13, -1.13, -1.13, 1.53, -1.13, -1.14, -1.13, 0.27, 0.22, 0.26, 0.28, 0.26, 0.26, 0.26, 0.26, 0.22, 0.23, 0.25, 0.27, 0.23, 0.27, 0.26, 0.25, 0.25, 0.28, 0.25, 0.24, 0.27, 0.25, 0.28, 0.25, 0.22, 0.26, 0.27, -0.45, -0.53, 0.36, -0.76, -0.04, 0.26, 0.23, 0.22, 0.44, 0.43, 0.43], "multiplicity": 1, "charge": 3}

***

# 3
{"formula": "C3H4N2O", "method": "ωB97M-V with the def2-TZVPD basis set", "elements": ["C", "C", "N", "C", "N", "O", "H", "H", "H", "H"], "positions_angstrom": [[-1.5609, 0.0744, 0.1037], [-0.2067, -0.3333, -0.4260], [0.8196, 0.6484, -0.2026], [2.0156, 0.2283, 0.4083], [2.2071, 0.0800, -0.8034], [-0.0166, -1.3281, -1.0744], [-1.5184, 0.9237, 0.7878], [-2.0194, -0.7893, 0.5927], [-2.1938, 0.3406, -0.7494], [2.4752, 0.1900, 1.3896]], "forces_ev_per_a": [[-0.0265, 0.0054, 0.0268], [-0.0280, -0.3128, -0.1424], [-0.3247, 0.1515, -0.0823], [0.1749, -0.1035, -0.4662], [0.1396, 0.1359, 0.5601], [-0.0543, 0.2513, 0.3075], [0.0737, -0.1156, -0.0958], [0.0880, 0.1214, -0.0726], [0.1134, -0.0131, 0.1106], [-0.1562, -0.1207, -0.1456]], "nbo_charge": [-0.72, 0.66, -0.40, 0.19, -0.14, -0.53, 0.23, 0.24, 0.25, 0.22], "de_lowest_kcal_mol": 82.7, "multiplicity": 1, "smiles": "CC(=O)N1C=N1"}

***

no.,frontier orbital gap (hartree)
1,0.3454
2,0.1475
3,0.3889